DFT (ωB97M-V/def2-TZVPD) results for the molecule C3H2O3.

- Lowest unoccupied orbital energy: -0.76 eV
- HOMO-LUMO gap: 9.01 eV
- Strongest force on any atom: 0.82 eV/A
- Energy relative to the best compared isomer or geometry (same formula, charge and spin): 329.7 kJ/mol

Bonds (Å) are listed after each position.
Element x y z (Å)
1 C -0.57339 -0.31938 0.12620  O5 1.311, C8 1.487
2 C 1.53272 -0.71662 -0.65035  H4 1.099, O5 1.425, O6 1.180
3 O -2.39902 1.14944 -0.03885  C8 1.211
4 H 1.02907 -1.66097 -0.90111  C2 1.099
5 O 0.57860 0.22911 -0.17440  C1 1.311, C2 1.425
6 O 2.67607 -0.43046 -0.71506  C2 1.180
7 H -1.35110 1.02037 1.70892  C8 1.113
8 C -1.49294 0.72851 0.64465  C1 1.487, O3 1.211, H7 1.113